Model P:
Molecular formula: C52H49AsCl7MnN3O2P2
Method: DFT, ωB97M-V/def2-TZVPD

```
117
C52H49AsCl7MnN3O2P2 ωB97M-V/def2-TZVPD
As -0.80034 -22.32017 11.38063
Mn -0.88921 -31.41993 6.11104
Cl -3.31939 -33.85013 2.62641
Cl -1.01506 -35.63465 3.20558
Cl 2.13889 -30.81021 10.94217
Cl -2.91295 -29.33228 11.23488
Cl -0.07017 -29.44472 12.42527
Cl -3.39581 -29.80906 8.23291
Cl 1.73052 -31.71359 7.98570
P -0.68495 -25.47135 7.87773
P 1.23830 -30.62298 4.71473
O -0.53116 -33.38857 4.99307
O -2.60621 -32.64899 5.16781
N -2.40228 -25.36339 2.40409
N -1.81234 -29.56593 5.07119
N -4.24598 -26.43412 1.80392
C 2.26754 -33.29803 4.74696
C 2.37680 -19.98438 12.83836
C 0.38770 -31.02271 8.87860
C -2.31923 -24.00132 13.28957
C -4.34763 -25.19708 1.18495
C -0.05953 -25.19759 14.29452
C -0.41080 -22.34924 4.45375
C 1.15000 -20.57581 12.63118
C -2.44394 -25.03960 14.16276
C -1.73991 -33.49119 4.73734
C -2.77982 -27.51173 3.45497
C 2.23308 -25.16522 7.85519
C -3.07476 -26.43039 2.54396
C 3.49360 -27.10679 8.39082
C -0.98273 -22.74212 6.74627
C 0.75541 -30.17931 2.96925
C 1.05820 -21.62639 11.69788
C 0.08236 -23.63801 4.32247
C -2.31840 -34.59148 3.87671
C -1.99443 -27.25949 4.56542
C -0.80742 -30.81389 8.11239
C -0.20356 -23.61636 10.02144
C 0.03465 -24.46470 5.40722
C -1.54697 -28.31755 5.34599
C 2.70165 -31.80448 4.67869
C -2.69028 -29.84932 4.11493
C -1.06119 -23.56979 12.88027
C 1.90536 -28.96027 5.32439
C 3.52877 -21.64926 11.51854
C 2.33816 -27.85941 8.75623
C -1.28988 -25.66708 14.64433
C -0.06639 -31.28769 2.37713
C 1.07208 -25.85066 8.24446
C -3.12068 -24.55851 1.53607
C 0.03477 -24.13799 13.40991
C -1.66696 -29.92080 10.27306
C 2.24724 -22.20521 11.25530
C -0.36803 -30.05777 10.86774
C -5.20298 -24.57063 0.25944
C 3.46948 -25.78232 8.01096
C 0.61695 -30.71660 10.21112
C -4.91196 -23.32316 -0.24333
C -1.80293 -30.18597 8.87667
C 1.10320 -27.20536 8.69277
C -2.86583 -23.32303 1.02398
C 3.56464 -20.53982 12.30363
C -0.98682 -21.92581 5.63055
C -3.76109 -22.71348 0.19162
C -3.19004 -28.80349 3.23810
C -1.25600 -24.59232 9.37250
C 2.16726 -27.82874 4.34501
C -0.58408 -24.09349 6.57145
H -1.47308 -25.38136 10.16488
H -3.42133 -21.78728 -0.21002
H -3.86219 -29.00457 2.39298
H -1.87360 -22.87055 1.28475
H 2.19362 -23.07551 10.57021
H 0.60687 -23.96962 3.43155
H -0.95144 -31.36515 3.12519
H -3.13815 -23.54871 12.81059
H 0.41278 -32.28064 2.23796
H -5.46726 -22.77431 -1.01769
H 2.44691 -19.18067 13.49781
H 4.38105 -22.03241 10.91659
H -0.29973 -21.60755 3.63036
H 4.48956 -25.35081 7.91784
H 0.30463 -19.94584 12.91506
H 4.50328 -27.48536 8.33539
H 1.49157 -33.53985 4.05871
H 1.57757 -29.78609 2.39426
H -1.34692 -20.95024 5.84092
H 3.30701 -31.53121 5.59893
H 2.91253 -29.35821 5.71081
H 0.99833 -23.75241 13.06256
H 2.78140 -27.05291 4.81766
H -3.42442 -25.42157 14.38354
H 0.58486 -25.40553 5.28252
H 1.94776 -33.51570 5.79232
H 4.47154 -20.02226 12.59100
H 0.83107 -25.67307 14.71394
H -2.94478 -35.24678 4.35865
H 0.12927 -29.28714 3.15068
H 1.20852 -27.41393 4.07079
H 2.18159 -24.24823 7.35531
H -0.94845 -28.13315 6.17438
H 2.63837 -28.20546 3.42015
H 0.12775 -27.68562 8.97685
H -2.22980 -24.12550 9.09966
H -1.80198 -26.32532 4.99978
H -3.05254 -30.83538 3.98689
H -1.39681 -22.45556 7.67856
H -0.51700 -31.02801 1.38630
H 3.16569 -33.87091 4.62754
H 3.33871 -31.69285 3.78362
H 2.50432 -28.83977 9.23630
H 1.32472 -28.66395 6.17551
H -1.39462 -26.55996 15.22055
H 0.34464 -23.09111 9.22688
H -4.95624 -27.17594 1.88768
H -6.02297 -25.14118 -0.15508
H 0.50158 -24.27820 10.42464
```

Frontier orbital gap (alpha / beta) ... 7.92 / 7.86 eV
Spin multiplicity ... 6
HOMO (alpha / beta) ... -8.23 / -8.24 eV

Atomic partial charges in e from the Löwdin method, atoms 1 to 4: 1.285 0.799 0.628 0.593

=====

Model Q:
Molecular formula: C52H49AsCl7MnN3O2P2
Method: DFT, ωB97M-V/def2-TZVPD

```
117
C52H49AsCl7MnN3O2P2 ωB97M-V/def2-TZVPD
As 2.81244 -2.15446 -4.25652
Mn -0.38137 0.02319 1.07798
Cl -1.90414 -2.78431 6.00750
Cl -2.20915 -0.54065 3.95394
Cl 2.20811 -4.72385 3.04974
Cl 0.52469 -4.77353 5.66729
Cl -5.70301 -1.53401 2.11594
Cl 1.54860 -2.63704 0.86504
Cl -5.09300 -1.44610 -0.75992
P 2.14616 1.41534 0.51547
P -0.30143 -0.43302 -1.48882
O -4.07084 1.11534 1.42469
O -2.43810 -0.13546 0.57952
N -3.52885 5.36329 4.62208
N -1.72363 5.06964 5.92975
N -0.56233 1.94654 2.17106
C -2.77727 5.76349 6.62036
C 0.91274 -3.60740 3.26630
C -2.04696 1.55799 -2.23393
C -0.72960 1.06387 -2.41550
C 3.94531 -4.00301 -2.23050
C -0.47753 3.08037 4.27745
C 0.11086 1.87296 -3.19783
C -0.31029 3.12093 -3.66272
C -3.60859 0.07434 1.02878
C 2.80342 -5.85202 -1.21386
C -3.91382 5.86179 5.85986
C -1.53303 3.92531 3.81303
C 4.15170 -0.32124 -0.31310
C 1.21984 -0.95704 -2.34392
C 3.25528 0.78585 3.03599
C -0.04044 2.12152 3.39395
C -0.84252 -2.74270 4.67523
C 1.22200 -3.40655 -6.55208
C 1.15262 -4.29988 -7.63197
C -4.03501 6.68888 8.41190
C 1.64210 -4.48445 -2.75784
C 0.65618 -2.64420 2.30301
C -3.26027 -2.43847 -3.59601
C 2.27762 -5.04497 -8.03782
C -1.43308 -2.92988 -1.55854
C -2.23795 4.77820 4.75676
C 3.94556 -5.06315 -1.38540
C -1.61108 3.53691 -3.48064
C -5.13023 6.27789 6.27106
C 0.18815 -3.65454 4.42466
C 3.46707 -4.95109 -7.28562
C -1.95442 3.82482 2.51235
C 3.11419 1.93221 2.03920
C 1.63242 -5.58938 -1.91087
C -1.50087 -1.64895 -2.03886
C -4.45962 -1.25906 0.90704
C 2.79606 -3.77613 -3.00566
C -1.02664 -1.75487 3.65890
C 2.45502 -3.30235 -5.84839
C -5.16529 6.70134 7.58572
C 2.59852 4.08579 0.01125
C -2.21209 -3.92825 -2.06719
C -2.49729 2.79940 -2.71170
C -3.05795 -3.73002 -3.12148
C -2.81792 6.19509 7.94546
C 3.54365 -4.01193 -6.27802
C 3.49013 1.00384 -0.62821
C -2.46406 -1.39317 -3.07550
C 1.56536 2.98761 -0.15564
C 1.12672 -1.43687 -3.78809
C -0.29678 -1.63545 2.50006
C -1.38846 2.86926 1.71250
H 4.21451 -0.45879 0.75874
H 1.85391 -0.04800 -2.31351
H 0.25628 -4.36317 -8.11524
H 2.23924 5.07002 -0.25298
H -2.18499 -4.93771 -1.59134
H 1.07242 1.49405 -3.41652
H 0.91067 -0.56570 -4.42439
H 2.37199 0.19192 3.28101
H 5.17116 -0.36826 -0.70019
H 0.28817 -2.10467 -3.93293
H -0.75688 -3.13435 -0.73094
H 2.89707 4.21439 1.03245
H -6.12719 6.85039 8.04312
H 2.91841 -6.55878 -0.44184
H -0.12862 3.09332 5.28873
H -1.96776 4.44306 -3.95803
H 4.93370 -3.41780 -2.36884
H 3.15335 0.96799 -1.68761
H -4.15071 6.80293 9.47552
H 0.33588 -2.76956 -6.36362
H 0.78183 -6.23415 -1.72059
H 3.41359 3.70390 -0.60386
H -2.72496 4.45483 2.16229
H -1.62873 2.75605 0.70008
H 3.56426 -1.12929 -0.64978
H 3.63184 1.29123 3.94415
H 0.71004 -4.19940 -3.22769
H 0.69143 3.19443 0.47456
H -1.92793 6.09389 8.61346
H 1.36053 2.89613 -1.27728
H -5.98267 6.40552 5.58576
H -2.65121 0.89630 -1.60067
H -3.71688 -2.06319 1.07325
H 2.64271 2.86330 2.43633
H 4.48116 -3.82177 -5.73209
H 4.85442 -5.30397 -0.86009
H -3.53648 3.08217 -2.57321
H -2.55556 -0.45389 -3.55153
H 4.26599 -5.55365 -7.60531
H -4.29378 5.01741 3.99563
H 4.10116 2.12149 1.63929
H 4.27889 1.76064 -0.59720
H 0.46398 3.67600 -4.16534
H 1.52972 -1.76057 -1.67806
H 4.03129 0.03458 2.74479
H -3.68315 -4.50873 -3.52454
H -3.99362 -2.16681 -4.36318
H 0.68886 1.37237 3.67738
H 2.13508 -5.63958 -8.85676
```

Frontier orbital gap (alpha / beta) ... 7.52 / 7.88 eV
Spin multiplicity ... 6
HOMO (alpha / beta) ... -8.12 / -8.54 eV

Atomic partial charges in e from the Löwdin method, atoms 1 to 4: 1.298 0.652 0.696 0.731

=====

Which of them is the least stable? Correct choice: model P.

=====

Model P:
Molecular formula: ClH3N2S
Method: DFT, ωB97M-V/def2-TZVPD

```
7
ClH3N2S ωB97M-V/def2-TZVPD
Cl 0.04442 -3.35175 1.87167
S 0.49700 0.89341 0.21135
N 0.71413 2.01097 1.35016
N -0.18438 -0.27757 0.82308
H 0.90955 -2.55425 1.34995
H 1.17011 2.87855 1.12528
H 0.51866 1.69425 2.27374
```

Frontier orbital gap ... 9.34 eV
HOMO ... -9.49 eV

Atomic partial charges in e from the Löwdin method, atoms 1 to 4: 0.237 0.739 -0.306 -0.466

=====

Model Q:
Molecular formula: ClH3N2S
Method: DFT, ωB97M-V/def2-TZVPD

```
7
ClH3N2S ωB97M-V/def2-TZVPD
Cl -3.97114 -0.11720 -0.01835
S 0.55426 1.76357 0.12698
N 1.29786 0.22928 -0.02361
N -0.88062 1.70447 0.02377
H 2.29272 0.19577 -0.17669
H 0.80181 -0.59627 -0.31725
H -2.82560 -0.27444 0.53022
```

Frontier orbital gap ... 9.62 eV
HOMO ... -9.79 eV

Atomic partial charges in e from the Löwdin method, atoms 1 to 4: 0.245 0.760 -0.294 -0.473

=====

Model R:
Molecular formula: ClH3N2S
Method: DFT, ωB97M-V/def2-TZVPD

```
7
ClH3N2S ωB97M-V/def2-TZVPD
Cl 2.65661 -0.18961 -0.16993
S 0.71732 0.55836 0.73715
N -0.10002 -0.85745 0.30075
N -0.01056 1.54920 -0.30657
H 0.31328 -1.82596 0.44884
H -0.08946 2.45233 0.03988
H -0.35261 -1.01756 -0.67113
```

Frontier orbital gap ... 9.47 eV
HOMO ... -9.98 eV

Atomic partial charges in e from the Löwdin method, atoms 1 to 4: -0.028 0.625 -0.329 -0.325

=====

Which of them is the least stable? Correct choice: model P.